(1)
{
  "formula": "C6H13N",
  "method": "the ωB97M-V functional and the def2-TZVPD basis",
  "homo_ev": -7.8045,
  "molar_mass_da": 99.177,
  "homo_lumo_gap_ev": 8.9,
  "total_charge": 0,
  "smiles": "CC/C=C/NCC",
  "max_force_ev_per_a": 2.86,
  "e_above_lowest_kcal_mol": 25.3,
  "e_tot_ha": -291.11845,
  "symbols": ["C", "C", "C", "C", "N", "C", "C", "H", "H", "H", "H", "H", "H", "H", "H", "H", "H", "H", "H", "H"],
  "positions_angstrom": [[0.516, -1.992, -2.597], [1.353, -1.266, -1.476], [0.705, 0.043, -1.126], [0.562, 0.346, 0.175], [0.167, 1.593, 0.642], [-0.516, 1.770, 1.951], [-1.606, 0.778, 2.376], [-0.509, -2.180, -2.282], [0.867, -2.958, -2.965], [0.358, -1.284, -3.414], [1.189, -2.013, -0.699], [2.389, -1.173, -1.791], [0.258, 0.663, -1.893], [0.765, -0.329, 1.003], [-0.446, 2.048, -0.029], [-0.821, 2.805, 1.889], [0.259, 1.706, 2.719], [-2.485, 0.722, 1.737], [-1.102, -0.196, 2.368], [-1.904, 0.918, 3.414]],
  "mulliken_charge": [-1.18, -0.28, -0.31, -0.27, -0.32, -0.62, -0.91, 0.33, 0.33, 0.29, 0.21, 0.30, 0.29, 0.31, 0.29, 0.41, 0.28, 0.28, 0.25, 0.34]
}

---

(2)
{
  "formula": "C11H23BrCl12FNO2S",
  "method": "the ωB97M-V functional and the def2-TZVPD basis",
  "homo_ev": -10.6673,
  "molar_mass_da": 757.715,
  "homo_lumo_gap_ev": 9.5,
  "total_charge": 0,
  "max_force_ev_per_a": 8.75,
  "e_tot_ha": -9232.30600,
  "symbols": ["C", "C", "C", "C", "C", "N", "Br", "S", "O", "O", "F", "H", "H", "H", "H", "H", "H", "H", "H", "H", "H", "H", "C", "Cl", "Cl", "H", "H", "C", "Cl", "Cl", "H", "H", "C", "Cl", "Cl", "H", "H", "C", "Cl", "Cl", "H", "H", "C", "Cl", "Cl", "H", "H", "C", "Cl", "Cl", "H", "H"],
  "positions_angstrom": [[-4.801, -0.296, 2.398], [-4.252, 0.015, 0.872], [-3.092, 1.215, 0.832], [-1.777, 0.846, 1.791], [-1.513, 2.234, 2.686], [-0.563, 0.405, 1.005], [-1.035, -0.884, -0.325], [0.624, -0.425, 1.979], [2.013, -0.250, 1.249], [0.819, 0.136, 3.406], [0.378, -2.131, 2.089], [-5.019, 0.686, 3.012], [-5.796, -0.915, 2.298], [-3.999, -0.984, 2.907], [-3.910, -0.941, 0.290], [-5.168, 0.468, 0.254], [-2.769, 1.487, -0.283], [-3.664, 2.190, 1.218], [-2.026, -0.027, 2.551], [-2.524, 2.777, 2.979], [-0.983, 1.995, 3.727], [-0.817, 2.931, 2.047], [-0.922, -3.342, -3.275], [-0.862, -5.109, -3.233], [-2.219, -2.726, -2.244], [0.033, -2.946, -2.921], [-1.099, -3.016, -4.302], [-6.922, 1.377, 5.711], [-5.676, 2.429, 5.027], [-7.065, -0.123, 4.787], [-6.656, 1.136, 6.743], [-7.880, 1.901, 5.690], [2.772, -1.386, -2.379], [4.018, -0.335, -3.063], [2.629, -2.886, -3.303], [3.038, -1.628, -1.347], [1.814, -0.862, -2.400], [2.515, 0.860, -6.011], [0.904, 0.142, -5.889], [2.870, 1.348, -7.672], [2.562, 1.740, -5.364], [3.257, 0.125, -5.689], [7.121, 1.531, -3.906], [6.533, 1.168, -5.533], [8.768, 0.930, -3.676], [7.114, 2.614, -3.758], [6.463, 1.054, -3.175], [5.212, -0.894, 2.490], [5.908, -2.364, 1.796], [6.393, 0.421, 2.508], [4.351, -0.591, 1.890], [4.894, -1.101, 3.514]],
  "mulliken_charge": [-0.55, -0.26, -0.87, 0.59, -1.13, -0.25, 0.11, 1.11, -0.54, -0.55, -0.28, -0.05, 0.32, 0.22, 0.10, 0.31, 0.29, 0.32, 0.20, 0.31, 0.27, 0.30, 0.45, -0.15, -0.18, -0.42, 0.30, -0.29, -0.15, -0.12, 0.28, 0.29, -0.20, -0.11, -0.16, 0.31, 0.17, -0.05, -0.16, -0.17, 0.27, 0.10, -0.04, -0.14, -0.16, 0.29, 0.05, 0.17, -0.17, -0.17, -0.07, 0.25]
}

---

(3)
{
  "formula": "CH3ClFOP",
  "method": "the ωB97M-V functional and the def2-TZVPD basis",
  "homo_ev": [-8.0761, -12.0719],
  "molar_mass_da": 116.459,
  "homo_lumo_gap_ev": [8.7, 8.8],
  "total_charge": 0,
  "multiplicity": 3,
  "max_force_ev_per_a": 4.24,
  "e_above_lowest_kcal_mol": 0.0,
  "e_tot_ha": -1016.46122,
  "symbols": ["C", "O", "F", "P", "Cl", "H", "H", "H"],
  "positions_angstrom": [[-1.255, 0.877, -0.525], [1.077, -0.343, 0.319], [4.207, -0.615, -0.319], [0.222, 0.807, 0.279], [1.128, 2.564, -0.127], [-1.461, 1.950, -0.437], [-2.074, 0.109, -0.411], [3.348, -0.338, 0.004]],
  "mulliken_charge": [-0.47, -0.51, -0.41, 0.54, -0.20, 0.31, 0.34, 0.40]
}

---

(4)
{
  "formula": "C20H22MnN3O5S3",
  "method": "the ωB97M-V functional and the def2-TZVPD basis",
  "homo_ev": [-8.1670, -8.1597],
  "molar_mass_da": 535.551,
  "homo_lumo_gap_ev": [6.7, 7.1],
  "total_charge": 0,
  "multiplicity": 5,
  "max_force_ev_per_a": 2.05,
  "e_above_lowest_kcal_mol": 17.9,
  "e_tot_ha": -3661.24838,
  "symbols": ["Mn", "C", "C", "N", "N", "C", "S", "S", "C", "C", "C", "C", "C", "C", "C", "C", "C", "C", "C", "C", "C", "O", "H", "H", "H", "H", "H", "H", "H", "H", "H", "H", "H", "H", "H", "H", "O", "S", "C", "C", "C", "C", "H", "H", "H", "H", "H", "H", "H", "H", "O", "N", "O", "O"],
  "positions_angstrom": [[0.132, -0.107, 1.432], [-0.866, -0.394, -2.786], [-0.640, -0.808, -1.364], [-0.345, 0.091, -0.475], [-0.255, 1.405, -0.853], [-0.730, 2.262, -0.004], [-1.688, 1.868, 1.384], [-0.440, 3.957, -0.292], [1.101, 3.934, -1.294], [0.858, 3.868, -2.775], [1.172, 2.727, -3.505], [0.930, 2.679, -4.871], [0.361, 3.764, -5.519], [0.053, 4.910, -4.798], [0.307, 4.962, -3.438], [-0.805, -2.201, -0.981], [-1.049, -3.175, -1.960], [-1.256, -4.498, -1.640], [-1.254, -4.887, -0.303], [-1.043, -3.953, 0.686], [-0.805, -2.606, 0.378], [-0.600, -1.762, 1.370], [-0.748, 0.680, -2.882], [-1.869, -0.679, -3.105], [-0.144, -0.890, -3.436], [1.683, 3.093, -0.928], [1.597, 4.864, -1.017], [1.613, 1.879, -2.998], [1.190, 1.788, -5.431], [0.168, 3.727, -6.583], [-0.384, 5.764, -5.300], [0.075, 5.857, -2.872], [-1.072, -2.884, -3.001], [-1.430, -5.225, -2.421], [-1.425, -5.922, -0.037], [-1.044, -4.236, 1.731], [1.316, 0.661, 4.355], [0.486, -0.356, 3.707], [1.128, -2.033, 4.082], [0.128, -2.692, 5.028], [-1.242, -2.106, 4.679], [-1.039, -0.601, 4.675], [2.126, -1.894, 4.489], [1.192, -2.548, 3.124], [0.374, -2.442, 6.062], [0.144, -3.776, 4.926], [-2.015, -2.413, 5.384], [-1.542, -2.430, 3.680], [-0.817, -0.196, 5.662], [-1.847, -0.039, 4.208], [1.509, 1.426, 1.389], [2.611, 0.763, 1.462], [3.675, 1.315, 1.468], [2.463, -0.490, 1.510]],
  "mulliken_charge": [0.38, -1.64, 1.48, 0.39, -0.52, 0.29, -0.39, -0.10, -1.22, 0.82, -0.19, -0.59, -0.43, -0.52, -0.52, -0.26, -0.63, -0.95, -0.64, -0.67, 0.63, -0.44, 0.33, 0.43, 0.42, 0.33, 0.56, 0.35, 0.38, 0.38, 0.37, 0.37, 0.35, 0.39, 0.42, 0.39, -0.79, 1.52, -0.68, -0.72, -0.25, -0.94, 0.51, 0.26, 0.33, 0.35, 0.42, 0.00, 0.41, 0.41, -0.62, 1.30, -0.66, -0.62]
}

---

Copy entry 1 word for word.
{
  "formula": "C6H13N",
  "method": "the ωB97M-V functional and the def2-TZVPD basis",
  "homo_ev": -7.8045,
  "molar_mass_da": 99.177,
  "homo_lumo_gap_ev": 8.9,
  "total_charge": 0,
  "smiles": "CC/C=C/NCC",
  "max_force_ev_per_a": 2.86,
  "e_above_lowest_kcal_mol": 25.3,
  "e_tot_ha": -291.11845,
  "symbols": ["C", "C", "C", "C", "N", "C", "C", "H", "H", "H", "H", "H", "H", "H", "H", "H", "H", "H", "H", "H"],
  "positions_angstrom": [[0.516, -1.992, -2.597], [1.353, -1.266, -1.476], [0.705, 0.043, -1.126], [0.562, 0.346, 0.175], [0.167, 1.593, 0.642], [-0.516, 1.770, 1.951], [-1.606, 0.778, 2.376], [-0.509, -2.180, -2.282], [0.867, -2.958, -2.965], [0.358, -1.284, -3.414], [1.189, -2.013, -0.699], [2.389, -1.173, -1.791], [0.258, 0.663, -1.893], [0.765, -0.329, 1.003], [-0.446, 2.048, -0.029], [-0.821, 2.805, 1.889], [0.259, 1.706, 2.719], [-2.485, 0.722, 1.737], [-1.102, -0.196, 2.368], [-1.904, 0.918, 3.414]],
  "mulliken_charge": [-1.18, -0.28, -0.31, -0.27, -0.32, -0.62, -0.91, 0.33, 0.33, 0.29, 0.21, 0.30, 0.29, 0.31, 0.29, 0.41, 0.28, 0.28, 0.25, 0.34]
}